Computed, not measured: 7 unconnected molecules or ions with the total composition C40H70Cl3N6O3, with ωB97M-V with the def2-TZVPD basis set.

Last column: Löwdin spin population.
Positions of all 122 atoms, in Å:
C 0.905571 0.839542 -0.397344  0.2694
Cl 1.121651 1.037742 -2.106174  0.0880
Cl 1.972511 -0.580058 0.093396  0.3204
Cl -0.862169 0.780252 0.020906  0.2205
H 1.249461 1.769382 0.055686  0.0122
C -4.696759 2.233252 0.470196  0.0078
C -5.068059 1.843562 1.910806  0.0205
C -4.508249 3.021072 2.714636  -0.0005
C -4.930059 2.874852 4.209816  0.0000
C -6.425899 2.724772 4.324586  -0.0006
C -7.160089 1.643232 3.495186  0.0191
N -6.577229 1.572882 2.094736  0.3395
O -7.177109 0.480012 1.273556  0.5869
C -7.093209 0.348562 4.313636  0.0123
C -8.593549 2.124242 3.323976  0.0043
C -4.179959 0.655472 2.191236  0.0205
H -3.778779 2.808692 0.350636  0.0034
H -5.491019 2.890962 0.117096  0.0001
H -4.692929 1.393582 -0.224804  0.0014
H -3.424049 2.937162 2.640056  -0.0001
H -4.965109 3.922722 2.306716  0.0005
H -4.615759 3.707392 4.839266  0.0000
H -4.380519 2.033112 4.631216  0.0000
H -6.879659 3.714142 4.266666  0.0001
H -6.684559 2.645682 5.380496  -0.0003
H -6.875189 -0.467448 3.624656  0.0016
H -6.386249 0.349422 5.143276  0.0003
H -8.046069 0.340372 4.842876  0.0010
H -9.198539 1.351102 2.850326  -0.0007
H -9.138019 2.213582 4.264006  -0.0001
H -8.652569 3.055002 2.759786  0.0003
H -3.127279 0.803642 1.950386  0.0100
H -4.523629 -0.090548 1.474676  0.0016
H -4.389489 0.169662 3.144216  0.0001
C 5.335041 2.473872 -3.933584  0.0022
C 5.109731 1.065932 -4.616214  0.0191
C 4.648591 0.134302 -3.483424  0.0002
C 3.899911 -1.141398 -4.022274  0.0012
C 2.756881 -0.694978 -4.833714  0.0027
C 3.303621 0.021792 -6.124654  0.0234
N 4.000921 1.252692 -5.673964  0.3391
O 4.369141 2.190682 -6.721464  0.5817
C 4.140841 -0.935508 -7.015514  0.0156
C 1.981661 0.381632 -6.925434  0.0018
C 6.426501 0.545382 -5.174484  0.0117
H 5.864841 2.328672 -2.992134  -0.0003
H 4.368341 2.854572 -3.603944  0.0003
H 5.911191 3.188962 -4.520784  -0.0004
H 5.554281 -0.245918 -3.010934  0.0003
H 4.114881 0.580242 -2.644144  -0.0002
H 3.749571 -1.860418 -3.216974  0.0020
H 4.521101 -1.806568 -4.622094  0.0001
H 2.122871 0.005252 -4.289834  0.0025
H 2.077521 -1.487278 -5.148084  -0.0002
H 3.591861 -1.795828 -7.398354  0.0016
H 4.347841 -0.427068 -7.957174  0.0016
H 5.026611 -1.240268 -6.458184  0.0002
H 2.075921 1.118322 -7.723244  -0.0008
H 1.470181 -0.459278 -7.393804  -0.0002
H 1.314721 0.974312 -6.299314  0.0002
H 6.633641 0.903352 -6.182974  0.0021
H 6.560651 -0.532238 -5.080524  0.0002
H 7.267361 0.961842 -4.619854  0.0012
C 2.458281 -0.945048 4.064186  0.0054
C 2.020151 -2.395428 4.318476  0.0209
C 2.161611 -2.553398 5.847096  0.0004
C 1.539661 -3.747938 6.548016  0.0000
C 0.049501 -3.759438 6.051496  0.0008
C -0.131599 -3.889278 4.524496  0.0144
N 0.655891 -2.737598 3.861816  0.3348
O 0.321131 -2.463008 2.466356  0.5953
C 0.221901 -5.410778 4.054756  0.0137
C -1.633129 -3.696938 4.398326  0.0013
C 3.073651 -3.307548 3.763096  0.0207
H 3.285361 -0.551748 4.655236  0.0001
H 1.645811 -0.271338 4.336426  0.0004
H 2.545761 -0.716928 3.001926  0.0039
H 3.237051 -2.576668 6.023176  -0.0004
H 1.858721 -1.627588 6.336206  0.0001
H 1.688561 -3.570788 7.613166  0.0001
H 2.093661 -4.681748 6.452166  0.0000
H -0.462449 -2.833518 6.313556  0.0009
H -0.513279 -4.500738 6.618826  -0.0004
H -0.516849 -6.169558 4.312816  0.0015
H 0.478161 -5.471578 2.997056  0.0010
H 1.165501 -5.681808 4.528316  0.0003
H -1.943629 -3.710028 3.353576  -0.0007
H -2.195969 -4.423238 4.984656  -0.0003
H -1.932269 -2.683608 4.666256  -0.0003
H 4.030051 -2.983028 4.173076  0.0020
H 3.012021 -3.245408 2.676616  0.0081
H 2.874151 -4.344038 4.035066  0.0003
N 3.891221 5.836442 0.524856  0.0002
C 3.300411 4.572102 0.491846  0.0032
C 3.705071 3.952872 -0.620364  0.0027
C 4.565661 4.777842 -1.294224  0.0002
C 4.779351 5.929302 -0.524834  0.0003
H 3.765391 6.473542 1.298396  0.0001
H 2.638711 4.295142 1.299216  0.0029
H 3.489041 2.956822 -0.977564  0.0022
H 5.194871 4.643332 -2.161634  0.0000
H 5.526121 6.704432 -0.613604  0.0001
N -0.566449 -2.795038 -1.026824  0.0016
C -1.859269 -2.413538 -1.383564  0.0015
C -1.997229 -2.686628 -2.773274  0.0001
C -0.807879 -3.254288 -3.242664  0.0002
C -0.012259 -3.415138 -2.147764  0.0016
H -0.153079 -2.629188 -0.120334  0.0011
H -2.595929 -2.058608 -0.678034  0.0010
H -2.860519 -2.515288 -3.399184  0.0000
H -0.607919 -3.576238 -4.253984  0.0000
H 0.959011 -3.884898 -2.099184  0.0015
N -1.494999 0.087182 -3.557184  0.0013
C -1.829789 1.366842 -3.330884  0.0017
C -2.006359 1.984752 -4.558264  0.0005
C -1.719709 0.996482 -5.552454  0.0006
C -1.495589 -0.142448 -4.908884  0.0003
H -1.184699 -0.609698 -2.895234  0.0006
H -1.983569 1.813882 -2.359854  0.0015
H -2.212689 2.990642 -4.892954  0.0000
H -1.609119 1.158052 -6.614554  0.0000
H -1.178849 -1.111048 -5.266504  0.0000

Cartesian forces (eV/Å) of the 2 atoms listed first:
0.4 1.5 -0.1
0.3 0.6 -1.8

## Properties
* HOMO-LUMO gap (alpha / beta): 2.68 / 6.58 eV
* 2S+1: 5
* net charge: -1
* HOMO level (alpha / beta): -0.51 / -5.19 eV

=====

Computed, not measured: a molecular structure, C45H50MnN3O2S2Si, with ωB97M-V with the def2-TZVPD basis set.

Last column: Löwdin spin population.
Positions of all 104 atoms, in Å:
Mn 0.274635 -0.165550 0.268440  3.2253
C -0.460343 -3.008143 5.713053  0.0000
C -1.861843 -3.440318 5.273665  0.0000
C -2.889450 -2.389687 5.710571  0.0000
C -2.193715 -4.756083 5.983168  0.0000
C -1.945974 -3.551723 3.749258  0.0005
C -2.611322 -4.639872 3.163652  0.0007
C -2.844254 -4.711631 1.808255  0.0002
C -2.363540 -3.683738 1.015835  0.0011
S -2.574623 -3.509793 -0.689501  0.0060
C -1.663747 -2.068540 -0.628328  0.0030
N -1.204558 -1.712750 0.547279  0.0026
C -1.630996 -2.615317 1.546807  0.0018
C -1.443917 -2.542467 2.927777  0.0004
C -1.386584 -1.258101 -1.803837  -0.0138
C -1.922955 -1.552781 -3.054308  -0.0102
C -1.612882 -0.755202 -4.140347  0.0178
C -0.765882 0.328740 -3.968266  -0.0117
C -0.221067 0.619041 -2.720997  -0.0093
C -0.537569 -0.164490 -1.620328  -0.1998
H -0.412206 -2.975586 6.803086  0.0000
H -0.208264 -2.012857 5.345953  0.0000
H 0.299289 -3.708116 5.358954  0.0000
H -2.861128 -2.263204 6.794850  0.0000
H -3.899300 -2.696202 5.428606  0.0000
H -2.684763 -1.426338 5.247709  0.0000
H -2.080649 -4.612064 7.058121  0.0000
H -1.521519 -5.562635 5.682580  0.0000
H -3.222169 -5.074421 5.810069  0.0000
H -2.988916 -5.435372 3.785805  0.0000
H -3.396123 -5.537250 1.378878  0.0000
H -0.939763 -1.683992 3.352803  0.0000
H -2.585582 -2.401116 -3.176735  -0.0019
H -2.026660 -0.978469 -5.114024  0.0009
H -0.516399 0.959616 -4.811507  -0.0019
H 0.432331 1.472112 -2.632860  -0.0010
C 3.691994 4.427954 -0.198797  -0.0009
C 3.475530 3.526901 -1.404640  -0.0069
N 3.884789 2.131847 -1.190170  0.0037
C 5.312372 1.810460 -1.400770  -0.0002
C 6.063857 1.586875 -0.097080  0.0005
C 3.041276 1.184711 -0.804150  -0.0049
S 1.460250 1.713809 -0.321174  -0.1343
N 3.541914 -0.063041 -0.780015  0.0099
C 2.865943 -1.149750 -0.547385  0.0051
O 1.593759 -1.252751 -0.319380  0.0068
C 3.582821 -2.441450 -0.561516  -0.0047
C 2.880252 -3.632409 -0.382137  0.0022
C 3.557160 -4.839441 -0.384162  -0.0001
C 4.934617 -4.861894 -0.559744  0.0020
C 5.637148 -3.677278 -0.739224  -0.0003
C 4.964307 -2.468235 -0.744687  0.0003
H 3.507238 5.462918 -0.485874  0.0000
H 4.715256 4.358994 0.169339  0.0000
H 3.013850 4.171386 0.613340  -0.0008
H 4.049828 3.884300 -2.258640  -0.0001
H 2.427759 3.533033 -1.703391  -0.0040
H 5.732515 2.656326 -1.941627  -0.0003
H 5.377673 0.934701 -2.042388  0.0002
H 6.050074 2.478946 0.528365  0.0000
H 7.103829 1.344060 -0.316530  0.0000
H 5.629924 0.761912 0.466053  0.0001
H 1.808191 -3.607655 -0.242281  0.0002
H 3.012360 -5.764027 -0.247580  -0.0001
H 5.462657 -5.806440 -0.559462  0.0001
H 6.709621 -3.698530 -0.877648  -0.0001
H 5.497275 -1.538299 -0.883834  0.0001
C 3.022076 2.526855 2.950885  0.0008
C 1.614719 2.526090 3.559513  0.0040
C 1.725677 3.030098 5.007462  0.0007
C 0.701363 3.511114 2.814867  0.0006
Si 0.830731 0.795998 3.473590  0.0155
O 0.257192 0.408208 1.955372  0.0926
C 2.105314 -0.528322 3.877534  -0.0019
C 2.990174 -0.397415 4.953786  -0.0004
C 3.937387 -1.369238 5.240524  -0.0001
C 4.029026 -2.504417 4.448965  0.0000
C 3.165150 -2.660203 3.375965  0.0001
C 2.216731 -1.684277 3.099675  0.0000
C -0.665033 0.842457 4.589493  0.0021
C -1.928418 1.100211 4.051511  0.0001
C -3.020257 1.348750 4.872927  0.0000
C -2.864667 1.344296 6.251575  -0.0001
C -1.621236 1.072801 6.806966  0.0001
C -0.535311 0.822869 5.981543  0.0003
H 3.451931 3.533036 3.009232  0.0000
H 3.017697 2.226136 1.904454  0.0005
H 3.691682 1.850683 3.485754  0.0000
H 2.190368 4.021369 4.999472  0.0003
H 2.346278 2.394849 5.640387  0.0000
H 0.748442 3.128546 5.480146  0.0000
H 1.133786 4.516966 2.851942  0.0000
H -0.285613 3.563512 3.280761  0.0000
H 0.563356 3.244674 1.765985  0.0002
H 2.948057 0.476521 5.591076  0.0000
H 4.606647 -1.237472 6.081088  0.0000
H 4.766502 -3.265131 4.670479  0.0000
H 3.224315 -3.546602 2.757760  0.0000
H 1.546782 -1.842415 2.264214  0.0001
H -2.059277 1.112605 2.974722  0.0000
H -3.991312 1.548656 4.437906  0.0000
H -3.712313 1.546743 6.893500  0.0000
H -1.500218 1.054612 7.882546  0.0000
H 0.428637 0.609133 6.432645  0.0000

Cartesian forces (eV/Å) of the 2 atoms listed first:
0.1 0.2 0.1
0.0 0.1 0.0

## Properties
* HOMO-LUMO gap (alpha / beta): 6.05 / 7.36 eV
* 2S+1: 4
* net charge: +1
* HOMO level (alpha / beta): -11.03 / -11.04 eV

=====

> Number 1 is which compound?

C40H70Cl3N6O3